Entry from the Open Molecules 2025 dataset: a molecular structure, C32H33N6O5RuS2Si at a distorted geometry (the ωB97M-V functional and the def2-TZVPD basis).

Output
- DFT total energy (Ha) = -3124.62264
- spin multiplicity = 6
- net charge = 0
- ΔE to the lowest compared entry with this formula, charge and spin (kJ/mol) = 416.40
- gap between HOMO and LUMO (alpha / beta) (eV) = 4.98 / 7.43
- LUMO energy (alpha / beta) (hartree) = -0.0015 / -0.0182

Structure (XYZ):
```
80
C32H33N6O5RuS2Si the ωB97M-V functional and the def2-TZVPD basis
Ru -18.4265 6.1769 2.8175
O -18.7488 2.0263 2.9492
C -17.7685 2.7682 2.8305
O -16.8139 3.0740 3.8162
C -17.4120 3.3117 1.4631
C -16.3038 4.4242 1.4135
C -15.5231 4.3838 0.0397
C -16.5885 4.9553 -0.9172
C -17.7586 5.2741 0.0027
O -17.0109 5.6933 1.2920
C -18.5126 3.9214 0.4885
C -19.8361 4.3232 1.1247
O -20.9402 4.2844 0.6356
O -19.6649 4.7993 2.3508
H -16.9767 2.3656 0.9808
H -15.7026 4.4144 2.2890
H -14.6491 5.0242 0.0532
H -15.2465 3.3753 -0.2883
H -16.4027 5.8389 -1.4354
H -16.9239 4.2822 -1.7198
H -18.4221 6.0515 -0.3211
H -18.7393 3.2367 -0.3137
S -19.0369 12.6867 6.5016
N -20.0677 11.3745 6.4274
C -19.6567 10.5553 5.4720
C -20.0786 9.1916 5.2587
C -21.1490 8.5314 5.8642
C -21.6863 7.3712 5.2984
C -21.0122 6.7337 4.2555
N -19.8078 7.2181 3.9059
C -19.4151 8.4802 4.2083
C -18.1676 8.9188 3.6578
N -17.4583 7.9670 3.0033
C -16.1727 8.2822 2.4799
C -15.6279 9.4783 2.8084
C -16.3931 10.4416 3.5519
C -17.6426 10.1469 3.9902
C -18.3399 10.9832 4.9723
N -17.9497 12.1636 5.4529
H -21.5437 8.7776 6.8773
H -22.7138 6.9801 5.5114
H -21.2594 5.8142 3.7510
H -15.8029 7.5226 1.8228
H -14.6262 9.7671 2.5050
H -15.8847 11.3832 3.8424
C -15.1786 0.9280 4.7503
Si -16.3740 2.2741 5.1945
C -17.9493 1.5361 5.8796
C -15.5869 3.6691 6.1524
C -16.1956 4.9429 6.1357
C -15.9750 5.8669 7.1713
C -14.8482 5.6872 8.0136
C -14.1782 4.4325 8.0728
C -14.5446 3.5205 7.0806
H -14.3692 1.3203 4.1849
H -15.7065 0.2625 4.1233
H -14.8565 0.3528 5.6643
H -18.0124 0.9284 6.7569
H -18.3891 1.0019 5.0167
H -18.6703 2.3543 6.0341
H -16.9806 5.0877 5.4318
H -16.5971 6.7501 7.2746
H -14.6432 6.5039 8.7611
H -13.3528 4.1266 8.7496
H -14.1983 2.4974 7.2225
S -13.4577 8.1516 5.2996
C -12.0532 7.8612 4.3651
N -10.9237 8.6017 4.5357
C -9.6056 8.0381 4.4235
C -9.7874 6.5650 3.9314
C -10.8978 6.3028 2.9222
N -12.1016 6.9004 3.4470
H -11.0792 9.3045 5.2398
H -9.1698 7.9300 5.3997
H -8.9559 8.6745 3.7794
H -10.0153 5.8298 4.7892
H -8.7780 6.3246 3.4925
H -11.1241 5.2527 2.8202
H -10.6524 6.6765 1.8836
H -12.9807 6.3904 3.3587
```

Atomic partial charges in e from the Löwdin method, atoms 1 to 6: Ru 1.446; O 0.105; C -0.401; O -0.111; C -0.097; C -0.233